Molecular formula: C2H7N2O6S2
Method: DFT, ωB97M-V/def2-TZVPD

Each line ends with the natural charge from an NBO analysis.
CARTESIAN COORDINATES (ANGSTROEM)
C1 0.658 1.087 1.033  -0.34
C2 0.018 0.118 0.167  -0.47
N1 1.005 1.135 -2.899  -0.63
N2 1.385 0.411 2.107  -0.83
O1 1.739 -1.785 0.077  -1.00
O2 -2.366 -0.290 1.155  -0.94
O3 -0.561 -2.264 -0.753  -1.00
O4 -0.029 -1.891 1.677  -0.97
O5 -2.203 -0.428 -1.304  -0.92
O6 -1.958 1.757 -0.085  -0.96
S1 0.300 -1.689 0.282  2.40
S2 -1.755 0.343 0.032  2.32
H1 1.343 1.705 0.405  0.22
H2 -0.088 1.804 1.626  0.22
H3 -0.061 1.456 -3.079  0.32
H4 1.174 0.164 -3.134  0.31
H5 -1.583 -1.308 -1.278  0.53
H6 0.745 -0.281 2.425  0.38
H7 2.238 -0.043 1.544  0.37

E = -39120.579 eV
ΔE to the lowest compared entry with this formula, charge and spin = 411.22 kJ/mol
Kohn-Sham gap (spin up / spin down) = 8.513 / 7.529 eV
net charge = -1
LUMO (spin up / spin down) = 2.42 / 2.07 eV